1.
Molecular formula: C9H36N18O9
Method: DFT, the ωB97M-V functional and the def2-TZVPD basis

```
72
Properties=species:S:1:pos:R:3
N 4.01 -1.98 -2.54
C 4.70 -1.08 -1.83
N 6.01 -0.89 -2.23
O 4.20 -0.49 -0.88
H 3.22 -2.38 -2.04
H 4.43 -2.60 -3.21
H 6.23 -1.12 -3.18
H 6.58 -0.34 -1.62
N -0.64 -0.74 -1.13
C 0.68 -0.92 -1.23
N 1.44 0.19 -1.42
O 1.20 -2.06 -1.20
H -1.20 -1.57 -1.09
H -1.00 0.18 -0.92
H 2.44 0.09 -1.36
H 0.91 1.04 -1.53
N 0.16 3.04 3.76
C -0.28 2.48 2.60
N -1.59 2.56 2.30
O 0.54 1.90 1.90
H -0.40 3.44 4.48
H 1.15 2.98 3.93
H -2.00 2.13 1.47
H -2.28 3.09 2.80
N -3.13 -3.69 1.17
C -3.20 -2.48 1.75
N -3.73 -2.45 2.98
O -2.92 -1.42 1.14
H -2.87 -3.73 0.20
H -3.71 -4.44 1.49
H -3.87 -1.56 3.42
H -3.77 -3.28 3.54
N -2.30 2.97 -2.51
C -0.95 3.09 -2.49
N -0.46 3.92 -3.48
O -0.32 2.46 -1.65
H -2.71 2.33 -1.83
H -2.90 3.54 -3.06
H -1.12 4.17 -4.19
H 0.52 4.12 -3.51
N -5.11 2.60 -0.40
C -4.28 1.59 0.03
N -4.89 0.42 0.33
O -3.06 1.77 0.01
H -4.65 3.48 -0.56
H -6.10 2.46 -0.51
H -4.27 -0.25 0.80
H -5.86 0.57 0.55
N 0.02 -0.74 2.70
C 0.28 -1.81 3.45
N 0.71 -1.53 4.74
O 0.23 -2.94 2.94
H -0.43 -0.97 1.83
H -0.06 0.23 2.97
H 0.94 -0.56 4.83
H 1.09 -2.27 5.28
N 3.07 3.17 -1.04
C 4.12 3.85 -0.55
N 5.14 4.03 -1.47
O 4.09 4.49 0.50
H 2.32 3.00 -0.39
H 3.08 2.90 -2.00
H 4.97 3.59 -2.36
H 5.95 4.60 -1.36
N -0.32 -4.50 -1.82
C 0.22 -5.70 -1.47
N 0.68 -5.75 -0.21
O 0.35 -6.61 -2.30
H 0.09 -3.71 -1.31
H -0.82 -4.35 -2.67
H 0.77 -4.93 0.37
H 0.66 -6.64 0.26
```

DFT total energy (eV): -55175.5896
SMILES: NC(N)=O.NC(N)=O.NC(N)=O.NC(N)=O.NC(N)=O.NC(N)=O.NC(N)=O.NC(N)=O.NC(N)=O
Molar mass (g mol⁻¹): 540.5
Energy above the lowest of the compared OMol25 structures with the same formula, charge and spin (kcal per mole): 35.62
Net charge: 0
Largest force on an atom (eV Å⁻¹): 3.084

***

2.
Molecular formula: C2H10O2
Method: DFT, the ωB97M-V functional and the def2-TZVPD basis

```
14
Properties=species:S:1:pos:R:3
C 1.04 -0.38 -0.10
C 0.50 -1.61 -0.93
H 1.20 0.44 -0.80
H 1.95 -0.71 0.36
H 0.22 -0.17 0.58
H 1.26 -1.86 -1.68
H 0.58 -2.52 -0.31
H -0.50 -1.29 -1.22
O -2.46 0.46 0.64
H -2.60 0.84 1.52
H -1.57 0.14 0.86
O -0.10 2.26 0.56
H -0.30 1.83 -0.26
H 0.78 2.58 0.78
```

DFT total energy (eV): -6330.2972
SMILES: CC.O.O
Molar mass (g mol⁻¹): 66.1
Energy above the lowest of the compared OMol25 structures with the same formula, charge and spin (kcal per mole): 22.00
Net charge: 0
Largest force on an atom (eV Å⁻¹): 2.454

***

3.
Molecular formula: C44H61Cl3InN5P3SSi
Method: DFT, the ωB97M-V functional and the def2-TZVPD basis

```
119
Properties=species:S:1:pos:R:3
In -0.59 0.39 0.92
C -1.65 -2.48 -0.78
C -1.04 -2.90 0.55
N -1.30 -1.93 1.61
C -2.55 -2.08 2.35
C -3.79 -1.60 1.60
S -3.59 0.03 0.80
C -3.77 -0.38 -0.97
C -2.45 -0.36 -1.74
N -1.38 -1.06 -1.02
H -1.23 -3.11 -1.56
H -2.73 -2.65 -0.78
H -1.39 -3.91 0.81
H 0.04 -2.93 0.41
H -0.54 -2.01 2.28
H -2.72 -3.13 2.63
H -2.45 -1.50 3.27
H -4.10 -2.31 0.84
H -4.61 -1.48 2.31
H -4.28 -1.34 -1.03
H -4.43 0.37 -1.39
H -2.63 -0.80 -2.73
H -2.14 0.67 -1.86
H -0.50 -0.96 -1.53
C 3.75 -1.12 -2.70
C 4.10 -2.26 -1.73
P 2.64 -2.74 -0.68
C 2.33 -4.30 -1.61
C 1.53 -4.16 -2.74
C 1.31 -5.23 -3.60
C 1.90 -6.45 -3.33
C 2.71 -6.60 -2.21
C 2.93 -5.53 -1.35
C 3.44 -3.32 0.86
C 4.52 -2.65 1.42
C 4.97 -2.94 2.70
C 4.32 -3.90 3.46
C 3.24 -4.58 2.92
C 2.80 -4.30 1.64
C 3.45 0.28 -2.07
P 1.69 0.86 -1.73
C 1.06 1.04 -3.45
C 1.75 0.70 -4.61
C 1.18 0.89 -5.85
C -0.09 1.43 -5.96
C -0.79 1.78 -4.82
C -0.22 1.58 -3.57
C 2.27 2.58 -1.42
C 2.85 3.35 -2.43
C 3.52 4.52 -2.12
C 3.64 4.93 -0.80
C 3.02 4.20 0.21
C 2.32 3.05 -0.11
H 2.91 -1.44 -3.31
H 4.61 -0.99 -3.36
H 4.94 -1.95 -1.10
H 4.39 -3.14 -2.29
H 1.10 -3.19 -2.96
H 0.69 -5.10 -4.48
H 1.75 -7.29 -4.00
H 3.19 -7.55 -2.01
H 3.58 -5.65 -0.50
H 5.03 -1.86 0.87
H 5.81 -2.40 3.10
H 4.65 -4.11 4.47
H 2.73 -5.34 3.50
H 1.96 -4.85 1.22
H 3.86 1.04 -2.73
H 3.96 0.37 -1.11
H 2.75 0.29 -4.55
H 1.73 0.63 -6.74
H -0.53 1.59 -6.94
H -1.78 2.21 -4.90
H -0.75 1.88 -2.67
H 2.80 3.02 -3.46
H 3.96 5.12 -2.91
H 4.20 5.83 -0.55
H 3.09 4.53 1.24
H 1.83 2.48 0.67
Cl -0.13 -0.65 4.36
Si -0.71 1.10 3.50
Cl 0.71 2.45 3.94
Cl -2.57 1.55 4.12
N 5.81 1.32 1.90
C 4.67 1.19 2.05
N 3.39 1.11 2.27
C 2.43 0.47 1.82
N 1.43 -0.09 1.52
C 0.31 6.17 -1.29
C -0.90 5.44 -1.85
C -0.55 4.91 -3.24
P -1.57 4.03 -0.79
C -1.81 4.95 0.84
C -2.96 4.41 1.68
C -0.50 4.76 1.61
C -3.28 3.96 -1.60
C -4.20 2.99 -0.86
C -4.00 5.29 -1.82
H 0.62 6.93 -2.01
H 1.15 5.50 -1.14
H 0.09 6.69 -0.36
H -1.71 6.16 -1.93
H 0.27 4.20 -3.19
H -0.24 5.74 -3.88
H -1.41 4.43 -3.72
H -1.97 6.01 0.63
H -2.95 3.32 1.71
H -3.93 4.75 1.32
H -2.85 4.77 2.71
H -0.34 3.69 1.76
H -0.57 5.25 2.59
H 0.36 5.17 1.08
H -3.05 3.52 -2.57
H -4.80 3.51 -0.12
H -3.63 2.22 -0.35
H -4.90 2.53 -1.56
H -3.96 5.91 -0.93
H -5.05 5.09 -2.05
H -3.58 5.85 -2.66
```

DFT total energy (eV): -143387.5622
Molar mass (g mol⁻¹): 1034.3
Net charge: +1
Largest force on an atom (eV Å⁻¹): 1.455

***

4.
Molecular formula: C8H19ClGaI2O2P
Method: DFT, the ωB97M-V functional and the def2-TZVPD basis

```
34
Properties=species:S:1:pos:R:3
I 2.05 1.40 -4.28
I 3.60 -0.19 -2.75
Ga 0.24 0.05 -0.74
P -1.29 -1.54 -1.42
C -0.94 -3.29 -1.17
C -3.06 -1.29 -1.09
H -1.22 -0.10 -3.34
H -1.66 -1.80 -3.78
H 0.05 -1.31 -3.43
C -1.00 -1.16 -3.18
H -3.31 -0.23 -1.21
H -3.65 -1.91 -1.78
H -1.56 -3.91 -1.82
H -1.12 -3.59 -0.14
H -3.29 -1.57 -0.05
H 0.11 -3.52 -1.38
C 1.07 -1.35 0.37
O 1.43 -2.10 1.21
Cl -0.83 1.84 -1.28
C -0.45 -0.47 3.79
C -1.35 -0.10 2.66
O -0.70 0.71 1.68
C 0.04 1.84 2.14
C -0.76 2.90 2.88
H 0.46 -0.92 3.40
H -0.91 -1.19 4.44
H -0.16 0.38 4.42
H -1.66 -0.98 2.08
H -2.25 0.40 3.04
H 0.87 1.52 2.77
H 0.47 2.26 1.21
H -1.23 2.50 3.78
H -0.14 3.74 3.21
H -1.54 3.31 2.22
```

DFT total energy (eV): -103071.1627
Molar mass (g mol⁻¹): 537.2
Energy above the lowest of the compared OMol25 structures with the same formula, charge and spin (kcal per mole): 0.00
Net charge: +2
Largest force on an atom (eV Å⁻¹): 8.805

***

5.
Molecular formula: C7H8N2O2
Method: DFT, the ωB97M-V functional and the def2-TZVPD basis

```
19
Properties=species:S:1:pos:R:3
C 1.55 -0.70 0.52
C 0.75 -2.01 0.68
C 0.26 -2.58 -0.37
C -0.65 -2.61 -1.42
C -0.06 2.75 0.33
C -1.26 1.83 0.13
C -0.14 1.97 -0.94
N 1.16 0.28 -0.12
N 0.76 0.95 -1.07
O -1.71 -1.99 -1.38
O 0.96 -2.38 1.96
H 2.11 -0.46 1.43
H -0.41 -3.39 -2.16
H -0.26 3.83 0.38
H 0.71 2.29 0.94
H -1.40 0.98 0.81
H -2.29 2.21 -0.14
H -0.64 2.30 -1.82
H 0.58 -3.29 2.25
```

DFT total energy (eV): -14455.6091
Molar mass (g mol⁻¹): 152.2
Energy above the lowest of the compared OMol25 structures with the same formula, charge and spin (kcal per mole): 204.08
Net charge: 0
Largest force on an atom (eV Å⁻¹): 3.794

***

6.
Molecular formula: C17H17Br2NOSn
Method: DFT, the ωB97M-V functional and the def2-TZVPD basis

```
39
Properties=species:S:1:pos:R:3
C 2.59 1.77 -0.92
C 1.14 -0.66 -2.80
C 2.84 0.50 -0.25
H 3.48 2.44 -0.90
C 1.22 -1.56 -1.82
H 0.22 -0.59 -3.40
H 2.42 0.41 0.76
H 0.35 -2.18 -1.59
C 3.44 -0.72 -0.76
H 4.07 -1.07 0.08
H 4.13 -0.62 -1.61
C 2.02 1.74 -2.39
H 2.55 2.51 -2.96
H 0.97 2.06 -2.34
C 2.15 0.40 -3.13
H 3.17 0.03 -3.00
H 2.04 0.62 -4.20
C 2.41 -1.89 -0.97
H 2.98 -2.76 -1.34
H 2.01 -2.17 0.02
Sn -0.40 2.32 0.93
H 1.82 2.31 -0.26
Br -0.14 0.32 5.33
C -1.46 0.04 3.98
C -2.80 -0.14 4.31
C -3.78 -0.29 3.33
Br -5.62 -0.33 3.82
C -3.44 -0.34 1.95
C -4.31 -0.64 0.88
C -3.81 -0.61 -0.42
C -2.50 -0.13 -0.66
N -1.72 0.33 0.33
C -2.08 -0.03 1.60
C -1.10 0.19 2.62
O 0.02 0.82 2.30
H -3.09 -0.17 5.36
H -5.34 -0.91 1.09
H -4.41 -0.90 -1.27
H -2.08 -0.12 -1.67
```

DFT total energy (eV): -167355.0441
Molar mass (g mol⁻¹): 529.8
Energy above the lowest of the compared OMol25 structures with the same formula, charge and spin (kcal per mole): 21.57
Net charge: 0
Largest force on an atom (eV Å⁻¹): 1.834